(1)
Molecular formula: C31H44BrN3P2Pd
Method: DFT, ωB97M-V with the def2-TZVPD basis set

```
82
Properties=species:S:1:pos:R:3
N -4.892 -1.743 4.042
C -4.120 -0.805 4.589
C -3.868 0.418 3.963
C -4.409 0.671 2.678
C -5.222 -0.349 2.122
C -5.430 -1.530 2.843
C -4.026 1.827 1.892
Pd 0.504 0.524 -1.116
P 3.051 0.377 -1.459
C -4.294 1.949 0.552
C -3.300 2.387 -0.395
C -3.258 1.818 -1.707
C -2.021 1.622 -2.294
C -0.908 1.933 -1.466
C -0.986 3.053 -0.611
C -2.213 3.214 0.021
Br 1.036 2.211 -2.943
H -3.488 2.627 2.425
H -5.247 1.578 0.152
H -3.252 1.162 4.463
H -5.682 -0.225 1.141
H -3.699 -1.016 5.573
H -6.066 -2.318 2.428
H -4.193 1.481 -2.167
H -2.353 3.919 0.849
H -1.862 1.231 -3.303
H -0.107 3.681 -0.454
P -0.293 -1.647 -0.889
C 3.582 1.996 -0.766
C 4.690 2.743 -1.493
H 3.870 1.779 0.276
H 2.677 2.617 -0.711
H 4.957 3.631 -0.904
H 5.606 2.150 -1.601
H 4.365 3.100 -2.476
C 3.145 -0.047 -3.262
C 4.259 0.609 -4.060
H 2.171 0.270 -3.685
H 3.174 -1.148 -3.348
H 3.918 0.712 -5.097
H 4.509 1.612 -3.701
H 5.169 -0.002 -4.069
C 4.316 -0.782 -0.774
C 5.767 -0.406 -1.065
H 4.089 -1.780 -1.176
H 4.132 -0.822 0.310
H 6.397 -1.295 -0.938
H 5.920 -0.046 -2.090
H 6.133 0.358 -0.369
C 0.494 -3.102 -0.051
C 2.004 -3.231 -0.196
H 0.011 -3.996 -0.483
H 0.225 -3.099 1.013
H 2.327 -4.202 0.201
H 2.331 -3.177 -1.239
H 2.540 -2.460 0.366
C -0.281 -2.315 -2.609
C -1.245 -1.654 -3.586
H -0.487 -3.393 -2.536
H 0.755 -2.201 -2.960
H -1.190 -2.184 -4.547
H -2.285 -1.700 -3.240
H -0.993 -0.602 -3.768
C -2.062 -1.768 -0.374
C -2.354 -2.399 0.987
H -2.578 -2.334 -1.163
H -2.460 -0.744 -0.399
H -3.422 -2.650 1.050
H -1.793 -3.326 1.157
H -2.134 -1.713 1.815
N -0.983 0.824 6.705
C -0.631 0.799 5.587
C -0.203 0.765 4.204
C 0.143 -0.439 3.589
C 0.487 -0.422 2.233
N 0.441 0.682 1.482
C 0.233 1.847 2.097
C -0.109 1.944 3.455
H 0.146 -1.386 4.135
H 0.815 -1.340 1.748
H 0.319 2.755 1.496
H -0.309 2.918 3.900
```

Properties
E = -129383.5036 eV
⟨S²⟩ = 6.10
HOMO level (alpha / beta) = -19.05 / -20.58 eV
Net charge = +4
Multiplicity = 5

Atom charges from the Mulliken analysis, given in e for atoms 1 to 2: atom 1 (N): 0.131, atom 2 (C): -0.689



(2)
Molecular formula: C31H44BrN3P2Zn
Method: DFT, ωB97M-V with the def2-TZVPD basis set

```
82
Properties=species:S:1:pos:R:3
N 4.978 -3.000 -0.248
C 4.012 -3.834 -0.635
C 3.235 -3.586 -1.767
C 3.430 -2.394 -2.501
C 4.507 -1.573 -2.114
C 5.260 -1.933 -0.996
C 2.452 -1.973 -3.470
Zn -0.668 0.253 0.078
P -2.819 1.034 0.995
C 2.316 -0.656 -3.835
C 1.030 -0.010 -3.812
C 0.951 1.399 -3.675
C -0.239 2.005 -3.287
C -1.354 1.203 -3.031
C -1.344 -0.166 -3.303
C -0.158 -0.777 -3.706
Br -3.087 2.051 -2.743
H 1.715 -2.724 -3.753
H 3.194 -0.021 -3.995
H 2.435 -4.271 -2.025
H 4.733 -0.641 -2.632
H 3.824 -4.715 -0.019
H 6.094 -1.311 -0.667
H 1.850 1.995 -3.868
H -0.149 -1.847 -3.924
H -0.331 3.091 -3.256
H -2.272 -0.722 -3.261
P 1.173 1.191 1.463
C -3.848 -0.106 -0.042
C -5.212 0.350 -0.564
H -3.971 -1.020 0.570
H -3.221 -0.391 -0.906
H -5.632 -0.468 -1.169
H -5.925 0.565 0.242
H -5.122 1.220 -1.229
C -2.648 2.739 0.350
C -3.846 3.667 0.448
H -2.363 2.645 -0.717
H -1.770 3.178 0.847
H -3.680 4.530 -0.206
H -4.782 3.197 0.132
H -3.970 4.054 1.463
C -3.640 1.264 2.625
C -5.175 1.272 2.622
H -3.252 2.204 3.059
H -3.273 0.436 3.256
H -5.536 1.533 3.627
H -5.598 2.010 1.925
H -5.580 0.280 2.383
C 1.332 1.022 3.294
C 0.056 1.153 4.121
H 2.048 1.798 3.605
H 1.806 0.053 3.492
H 0.302 1.020 5.183
H -0.412 2.141 4.030
H -0.685 0.389 3.859
C 1.111 3.029 1.306
C 1.461 3.547 -0.090
H 1.805 3.428 2.065
H 0.092 3.332 1.596
H 1.304 4.634 -0.115
H 2.514 3.356 -0.339
H 0.837 3.097 -0.876
C 2.864 0.775 0.848
C 3.629 -0.307 1.599
H 3.449 1.706 0.833
H 2.735 0.469 -0.201
H 4.647 -0.384 1.205
H 3.715 -0.108 2.672
H 3.168 -1.292 1.472
N 1.485 -6.977 0.679
C 1.157 -5.854 0.581
C 0.734 -4.473 0.490
C 1.147 -3.546 1.441
C 0.714 -2.224 1.358
N -0.041 -1.796 0.324
C -0.499 -2.702 -0.564
C -0.150 -4.051 -0.500
H 1.780 -3.848 2.272
H 0.938 -1.519 2.166
H -1.187 -2.346 -1.326
H -0.579 -4.750 -1.208
```

Properties
ΔE to the lowest compared entry with this formula, charge and spin = 40.3 kcal/mol
E = -174353.9829 eV
HOMO level = -13.01 eV
Net charge = +2
Multiplicity = 1

Atom charges from the Mulliken analysis, given in e for atoms 1 to 2: atom 1 (N): -0.548, atom 2 (C): -0.862



(3)
Molecular formula: C31H44BrN8O3P3V
Method: DFT, ωB97M-V with the def2-TZVPD basis set

```
91
Properties=species:S:1:pos:R:3
V 1.113 -0.811 0.052
C -0.015 4.176 -2.224
N 0.555 2.812 -2.080
C 1.084 2.281 -3.348
P 1.145 2.392 -0.647
O 1.477 0.869 -0.712
O -0.026 2.611 0.401
P -1.005 1.511 1.053
O -0.547 0.094 0.645
N -2.451 1.831 0.425
C -3.542 0.839 0.378
C -2.962 3.221 0.499
N -0.740 1.725 2.639
C -1.364 0.756 3.561
C -0.643 3.072 3.247
N 2.412 3.127 0.030
C 2.277 4.512 0.555
C 3.764 2.877 -0.517
H -0.837 4.127 -2.936
H 0.739 4.872 -2.589
H -0.411 4.536 -1.275
H 0.268 2.266 -4.068
H 1.440 1.261 -3.217
H 1.887 2.910 -3.734
H -3.147 -0.170 0.324
H -4.147 1.038 -0.506
H -4.177 0.932 1.260
H -2.151 3.934 0.633
H -3.662 3.325 1.329
H -3.472 3.453 -0.434
H -1.549 -0.195 3.061
H -2.308 1.142 3.950
H -0.687 0.586 4.398
H -0.186 3.780 2.562
H -0.014 2.999 4.134
H -1.627 3.436 3.544
H 1.275 4.685 0.942
H 2.495 5.240 -0.226
H 2.988 4.637 1.369
H 3.864 1.843 -0.843
H 4.487 3.061 0.276
H 3.982 3.544 -1.353
N 0.273 -3.367 -1.598
P -0.601 -1.986 -1.216
C -2.080 -2.472 -0.367
C -3.113 -2.970 -1.175
C -4.239 -3.525 -0.585
C -4.333 -3.595 0.799
C -3.304 -3.114 1.602
C -2.178 -2.553 1.025
C -0.910 -1.131 -2.728
C -0.035 -1.269 -3.815
C -0.317 -0.620 -5.004
C -1.452 0.179 -5.107
C -2.306 0.343 -4.021
C -2.039 -0.305 -2.827
C 1.252 -3.808 -0.738
C 1.727 -5.120 -0.800
C 2.783 -5.481 -0.003
C 3.366 -4.524 0.842
C 2.834 -3.271 0.875
N 1.749 -2.894 0.123
H -0.101 -4.031 -2.266
H -3.053 -2.926 -2.256
H -5.040 -3.903 -1.206
H -5.214 -4.030 1.254
H -3.388 -3.180 2.679
H -1.394 -2.166 1.662
H 0.831 -1.917 -3.754
H 0.330 -0.752 -5.861
H -1.681 0.665 -6.047
H -3.195 0.953 -4.118
H -2.717 -0.202 -1.991
H 1.263 -5.826 -1.476
H 3.171 -6.491 -0.039
H 4.219 -4.765 1.460
H 3.265 -2.506 1.502
N 3.628 -1.213 -1.924
C 2.733 -1.069 -1.222
H 4.428 -1.349 -2.528
Br 2.200 -0.565 6.572
C 1.924 -0.719 4.763
C 1.316 -1.860 4.227
C 1.134 -1.948 2.870
N 1.512 -0.963 2.021
C 2.067 0.153 2.545
C 2.301 0.306 3.891
H 1.001 -2.674 4.865
H 0.682 -2.824 2.426
H 2.341 0.942 1.852
H 2.773 1.207 4.257
```

Properties
ΔE to the lowest compared entry with this formula, charge and spin = 8.3 kcal/mol
E = -174489.5277 eV
⟨S²⟩ = 0.82
HOMO level (alpha / beta) = -19.37 / -19.38 eV
Net charge = +4
Multiplicity = 2

Atom charges from the Mulliken analysis, given in e for atoms 1 to 2: atom 1 (V): -0.411, atom 2 (C): -0.907